(1)
# C2ClNO2

A 2-piece molecular cluster, C2ClNO2 overall at a distorted geometry (ωB97M-V/def2-TZVPD, the OMol25 dataset).

Values from the calculation:
**Orbital gap**: 9.86 eV
**LUMO**: -0.75 eV
**HOMO energy**: -10.609 eV
**Calculated total energy**: -741.56340 a.u.

ORCA input file:
```
! RIJCOSX wB97M-V def2-TZVPD def2/J DEFGRID3
* xyz 0 1
C -0.5407 -0.8576 0.2849
C 0.9330 1.5801 0.1900
N 0.6499 -0.6432 0.2656
O -1.6911 -0.8989 0.2306
O 0.1373 2.3765 0.0270
Cl 1.8274 -1.7888 -0.2820
*
```


(2)
# C2CuNaO4

C2CuNaO4 as an isolated structure at a distorted geometry (ωB97M-V/def2-TZVPD, the OMol25 dataset).

Values from the calculation:
**Orbital gap (alpha / beta)**: 4.22 / 4.13 eV
**LUMO (alpha / beta)**: 1.74 / 1.64 eV
**HOMO energy (alpha / beta)**: -2.486 / -2.486 eV
**⟨S²⟩**: 0.751
**Calculated total energy**: -2179.93822 a.u.

ORCA input file:
```
! RIJCOSX wB97M-V def2-TZVPD def2/J DEFGRID3
* xyz -1 2
O 0.2988 0.6235 -0.6760
Na 0.6089 2.6250 -1.6508
O 1.6994 -1.0633 -1.2291
O 1.5767 0.7902 -2.4796
C 1.2108 0.0800 -1.4641
C -1.4000 -0.6849 1.1213
O -1.7207 -0.4727 2.2047
Cu -2.2738 -1.8979 4.1736
*
```


(3)
# C2F3FeNO5S2

C2F3FeNO5S2 as an isolated structure at a distorted geometry (ωB97M-V/def2-TZVPD, the OMol25 dataset).

Values from the calculation:
**Orbital gap (alpha / beta)**: 6.17 / 8.48 eV
**LUMO (alpha / beta)**: 3.19 / 3.16 eV
**HOMO energy (alpha / beta)**: -2.977 / -5.319 eV
**⟨S²⟩**: 8.756
**Calculated total energy**: -2866.88885 a.u.

ORCA input file:
```
! RIJCOSX wB97M-V def2-TZVPD def2/J DEFGRID3
* xyz -1 6
Fe -0.3949 -2.4868 -0.7169
N 0.8369 0.8476 -0.3499
S 1.7392 -0.2280 0.5761
O 1.5282 -1.6959 -0.2511
S -0.7417 0.7090 -0.2995
O -1.2339 -0.7067 -0.2374
O -1.3553 1.5495 -1.3241
C -1.4164 1.4247 1.3001
F -1.1513 0.6359 2.3289
F -0.8577 2.6080 1.5048
F -2.7284 1.5773 1.1980
O 1.0370 -2.3626 -2.2825
C 1.9661 -1.7919 -1.6642
O 3.0315 -1.3270 -1.9843
*
```


(4)
# C2F3LuNO6S2

C2F3LuNO6S2 as an isolated structure at a distorted geometry (ωB97M-V/def2-TZVPD, the OMol25 dataset).

Values from the calculation:
**Orbital gap (alpha / beta)**: 6.72 / 8.74 eV
**LUMO (alpha / beta)**: -0.81 / -1.73 eV
**HOMO energy (alpha / beta)**: -7.531 / -10.465 eV
**⟨S²⟩**: 0.751
**Calculated total energy**: -2913.92688 a.u.

ORCA input file:
```
! RIJCOSX wB97M-V def2-TZVPD def2/J DEFGRID3
* xyz 0 2
N -1.0944 -0.1682 0.3105
S -0.3713 1.3151 -0.0559
O 0.5424 1.6555 1.1493
S -0.2370 -1.3690 0.8350
O 1.2464 -1.1445 0.8461
O -0.6991 -2.6523 0.3010
C -0.5964 -1.5486 2.6566
F -0.2327 -0.4648 3.3218
F -1.8968 -1.7441 2.8320
F 0.0656 -2.5897 3.1405
O -0.5001 2.7578 -3.9099
C 0.0404 2.2400 -4.8000
O 0.5576 1.8955 -5.7805
O 0.7138 1.0152 -1.1302
Lu 2.4615 0.8020 0.2836
*
```


(5)
# C2F3MnNO3S2

C2F3MnNO3S2 as an isolated structure at a distorted geometry (ωB97M-V/def2-TZVPD, the OMol25 dataset).

Values from the calculation:
**Orbital gap (alpha / beta)**: 7.22 / 6.91 eV
**LUMO (alpha / beta)**: -1.40 / -1.82 eV
**HOMO energy (alpha / beta)**: -8.623 / -8.728 eV
**⟨S²⟩**: 8.761
**Calculated total energy**: -2603.62648 a.u.

ORCA input file:
```
! RIJCOSX wB97M-V def2-TZVPD def2/J DEFGRID3
* xyz 0 6
N -1.0982 -1.2085 0.7479
S -2.3498 -0.2066 0.0217
S 0.3574 -0.7038 0.7860
C 0.4514 1.0901 1.4669
F 0.0578 2.0550 0.6546
F -0.2892 1.1209 2.5644
F 1.7201 1.3065 1.7986
O 1.9725 -1.9113 -1.8002
C 1.1277 -1.0857 -1.9731
O 0.2821 -0.8202 -2.8579
O 0.7364 -0.0863 -0.7893
Mn -0.9853 0.3635 -1.8688
*
```


(6)
# C2F3NO2

A 2-piece molecular cluster, C2F3NO2 overall at a distorted geometry (ωB97M-V/def2-TZVPD, the OMol25 dataset).

Values from the calculation:
**Orbital gap**: 7.73 eV
**SMILES string**: O=C=C(F)F.O=NF
**LUMO**: -1.54 eV
**HOMO energy**: -9.270 eV
**Calculated total energy**: -580.84790 a.u.

ORCA input file:
```
! RIJCOSX wB97M-V def2-TZVPD def2/J DEFGRID3
* xyz 0 1
O -1.1372 -2.5612 -0.0299
C -0.6969 -1.6098 -0.5177
C -0.0148 -0.5381 -0.8157
F -0.4771 0.3013 -1.8050
F 1.3189 -0.4732 -0.6569
O 0.9690 2.4398 1.1878
N 0.7754 1.3285 1.4964
F -0.7374 1.1127 1.1411
*
```


(7)
# C2F3NO3SSm

C2F3NO3SSm as an isolated structure at a distorted geometry (ωB97M-V/def2-TZVPD, the OMol25 dataset).

Values from the calculation:
**Orbital gap (alpha / beta)**: 6.57 / 7.56 eV
**LUMO (alpha / beta)**: -5.43 / -5.42 eV
**HOMO energy (alpha / beta)**: -12.006 / -12.985 eV
**⟨S²⟩**: 15.764
**Calculated total energy**: -1712.13676 a.u.

ORCA input file:
```
! RIJCOSX wB97M-V def2-TZVPD def2/J DEFGRID3
* xyz 1 8
N 1.3982 -1.1367 -0.7093
S 0.4967 -1.4349 0.5045
C -1.1744 -1.8017 -0.3131
F -1.4177 -0.9215 -1.2695
F -2.1251 -1.7228 0.6016
F -1.1527 -3.0175 -0.8251
O -0.5365 3.6405 1.0234
C 0.3833 3.1007 0.6080
O 1.3717 2.6686 0.1468
O 0.1562 -0.3397 1.4861
Sm 2.6005 0.9651 -1.2534
*
```


(8)
# C2F3NO5RbS

C2F3NO5RbS as an isolated structure at a distorted geometry (ωB97M-V/def2-TZVPD, the OMol25 dataset).

Values from the calculation:
**Orbital gap**: 4.33 eV
**LUMO**: 1.32 eV
**HOMO energy**: -3.018 eV
**Calculated total energy**: -1229.05452 a.u.

ORCA input file:
```
! RIJCOSX wB97M-V def2-TZVPD def2/J DEFGRID3
* xyz -1 1
Rb -1.8578 2.2386 2.1662
N 0.0093 0.9358 -1.2562
S 1.2213 0.7274 -0.2605
O 2.4893 1.1445 -0.8740
O 0.9247 1.1847 1.1351
C 1.5636 -1.0951 0.0610
F 1.7733 -1.7224 -1.0930
F 0.5220 -1.6625 0.6674
F 2.6369 -1.2622 0.8316
O -1.1908 1.0628 -0.5194
O -3.0193 -0.0888 0.7289
C -2.5224 -0.3283 -0.3566
O -2.5501 -1.1347 -1.2306
*
```


(9)
# C2F3NO5S2Tm

C2F3NO5S2Tm as an isolated structure at a distorted geometry (ωB97M-V/def2-TZVPD, the OMol25 dataset).

Values from the calculation:
**Orbital gap (alpha / beta)**: 8.26 / 4.42 eV
**LUMO (alpha / beta)**: -8.87 / -11.87 eV
**HOMO energy (alpha / beta)**: -17.128 / -16.286 eV
**⟨S²⟩**: 3.767
**Calculated total energy**: -2687.50485 a.u.

ORCA input file:
```
! RIJCOSX wB97M-V def2-TZVPD def2/J DEFGRID3
* xyz 2 4
N 1.7010 1.1663 0.6248
S 0.7496 1.9069 -0.3498
O 0.4568 3.2540 0.1355
S 1.9979 -0.4731 0.1634
O 1.7351 -1.2846 1.3814
C 3.8665 -0.2324 0.1713
F 4.2128 0.6604 -0.7385
F 4.2964 0.1428 1.3579
F 4.4002 -1.4048 -0.1357
O -3.1270 -0.7292 2.1449
C -3.3584 -0.5451 0.9017
O -2.3521 -0.4070 0.1544
O -4.5098 -0.7512 0.4206
Tm -4.1656 -0.7585 -1.8089
*
```


(10)
# C2F3NO6S2Tb

C2F3NO6S2Tb as an isolated structure at a distorted geometry (ωB97M-V/def2-TZVPD, the OMol25 dataset).

Values from the calculation:
**Orbital gap (alpha / beta)**: 8.23 / 6.32 eV
**LUMO (alpha / beta)**: -0.75 / -1.70 eV
**HOMO energy (alpha / beta)**: -8.980 / -8.020 eV
**⟨S²⟩**: 15.793
**Calculated total energy**: -2502.84095 a.u.

ORCA input file:
```
! RIJCOSX wB97M-V def2-TZVPD def2/J DEFGRID3
* xyz 0 8
N 0.0127 -0.7762 1.0966
S -0.3806 0.8562 1.1597
O 0.7932 1.6655 0.5588
S 0.7084 -1.4069 -0.1555
O 0.7994 -0.5259 -1.3641
O 0.2590 -2.7738 -0.4218
C 2.5005 -1.6349 0.3045
F 3.0672 -0.4709 0.5752
F 2.5862 -2.4170 1.3718
F 3.1456 -2.2050 -0.7026
O -4.5039 2.1937 0.7834
C -3.9960 2.1531 -0.2707
O -3.6582 2.5219 -1.3386
O -1.4678 1.0604 0.0550
Tb 0.1344 1.7598 -1.6518
*
```


- The highest calculated total energy belongs to which entry?
  C2F3NO2


- The lowest calculated total energy belongs to which entry?
  C2F3LuNO6S2


- What is the calculated total energy in the first record?
  -741.56340 a.u.


- Number 9 is which compound?
  C2F3NO5S2Tm